Entry 1:
The following is a DFT calculation (ωB97M-V with the def2-TZVPD basis set) of an isolated molecule of C3H8N2O in a non-equilibrium geometry.

The geometry in ORCA input format:
```
! wB97M-V def2-TZVPD RIJCOSX def2/J DEFGRID3
* xyz 0 1
C -1.684 -0.724 0.224
N 1.742 -0.063 0.417
C -0.473 0.173 0.110
N -0.765 1.389 -0.645
C 0.770 -0.478 -0.366
O 3.003 -0.418 -0.167
H 3.648 -0.064 0.467
H 0.236 0.548 1.092
H -1.384 2.000 -0.118
H 0.090 1.914 -0.818
H 0.824 -1.413 -0.936
H -2.068 -0.993 -0.767
H -2.498 -0.221 0.756
H -1.441 -1.651 0.750
*
```

E_HOMO	-8.832	eV
E_LUMO	0.866	eV
total energy	-8265.2058	eV
relative energy (zero: lowest compared OMol25 entry of this formula, charge and spin)	4.1202	eV

---

Entry 2:
The following is a DFT calculation (ωB97M-V with the def2-TZVPD basis set) of an isolated molecule of C3H8N2O.

The geometry in ORCA input format:
```
! wB97M-V def2-TZVPD RIJCOSX def2/J DEFGRID3
* xyz 0 1
C 0.899 0.624 0.066
C -0.628 0.359 -0.138
C -0.632 0.136 1.377
N 1.823 -0.329 -0.457
N -0.916 -0.823 -0.918
O 0.745 0.497 1.478
H 1.235 1.632 -0.209
H -1.185 1.256 -0.449
H 1.490 -1.269 -0.269
H 1.935 -0.215 -1.457
H -0.828 -0.626 -1.910
H -1.865 -1.137 -0.746
H -1.271 0.801 1.963
H -0.802 -0.905 1.670
*
```

E_HOMO	-9.289	eV
E_LUMO	0.916	eV
total energy	-8267.3478	eV
relative energy (zero: lowest compared OMol25 entry of this formula, charge and spin)	1.9782	eV

---

Entry 3:
The following is a DFT calculation (ωB97M-V with the def2-TZVPD basis set) of an isolated molecule of C3H8N2O in a non-equilibrium geometry.

The geometry in ORCA input format:
```
! wB97M-V def2-TZVPD RIJCOSX def2/J DEFGRID3
* xyz 0 1
C 0.794 0.933 -1.111
N -0.154 -0.114 -0.481
C 0.330 -1.505 -0.656
C -0.838 0.012 0.868
O -1.555 -0.870 1.280
N -0.585 1.185 1.465
H 0.413 1.903 -0.764
H 1.805 0.735 -0.755
H -0.790 0.087 -1.248
H -0.454 -2.220 -0.396
H 0.636 -1.590 -1.697
H 1.198 -1.656 -0.009
H -0.958 1.326 2.390
H 0.157 1.776 1.114
*
```

E_HOMO	-6.954	eV
E_LUMO	0.686	eV
total energy	-8265.7384	eV
relative energy (zero: lowest compared OMol25 entry of this formula, charge and spin)	3.5876	eV

---

Entry 4:
The following is a DFT calculation (ωB97M-V with the def2-TZVPD basis set) of an isolated molecule of C3H8N2O in a non-equilibrium geometry.

The geometry in ORCA input format:
```
! wB97M-V def2-TZVPD RIJCOSX def2/J DEFGRID3
* xyz 0 1
C 0.458 1.141 -0.232
C 0.529 -0.301 -0.660
C -0.379 -1.336 -0.059
N 1.668 0.176 0.091
N -0.173 1.575 0.954
O -1.743 -0.969 -0.256
H -1.896 -0.936 -1.213
H 1.873 0.249 1.082
H 0.579 1.898 -1.004
H 0.675 -0.459 -1.727
H -0.032 0.918 1.720
H -1.156 1.801 0.815
H -0.219 -1.450 1.017
H -0.186 -2.307 -0.527
*
```

E_HOMO	-8.582	eV
E_LUMO	0.841	eV
total energy	-8266.2157	eV
relative energy (zero: lowest compared OMol25 entry of this formula, charge and spin)	3.1103	eV

---

Entry 5:
The following is a DFT calculation (ωB97M-V with the def2-TZVPD basis set) of an isolated molecule of C3H8N2O in a non-equilibrium geometry.

The geometry in ORCA input format:
```
! wB97M-V def2-TZVPD RIJCOSX def2/J DEFGRID3
* xyz 0 1
O -1.266 -1.463 0.633
C -1.119 -0.374 0.176
N 0.109 0.184 -0.183
C 1.285 -0.556 0.084
N 2.487 0.226 -0.120
C -2.242 0.598 -0.100
H -0.056 1.178 -0.522
H 1.271 -1.554 -0.403
H 1.259 -0.725 1.193
H 2.996 0.025 -1.024
H 3.089 -0.492 0.516
H -2.467 1.051 -1.074
H -2.122 1.573 0.430
H -3.225 0.328 0.394
*
```

E_HOMO	-9.498	eV
E_LUMO	0.810	eV
total energy	-8267.5218	eV
relative energy (zero: lowest compared OMol25 entry of this formula, charge and spin)	1.8042	eV

---

Entry 6:
The following is a DFT calculation (ωB97M-V with the def2-TZVPD basis set) of a 2-piece molecular cluster, C3H8N2O overall in a non-equilibrium geometry.

The geometry in ORCA input format:
```
! wB97M-V def2-TZVPD RIJCOSX def2/J DEFGRID3
* xyz 0 1
C 2.368 2.043 1.021
C 1.292 1.285 0.819
O 1.449 -0.071 0.545
H 2.162 3.102 1.131
H 3.376 1.662 1.101
H 0.324 1.742 1.014
H 0.965 -0.134 -0.300
N -2.421 -1.390 0.072
C -1.765 -0.728 -0.939
N -0.673 -1.102 -1.467
H -2.178 -2.356 0.201
H -3.369 -1.115 0.228
H -2.330 0.145 -1.274
H -0.580 -0.612 -2.355
*
```

E_HOMO	-9.058	eV
E_LUMO	0.771	eV
total energy	-8267.0202	eV
relative energy (zero: lowest compared OMol25 entry of this formula, charge and spin)	2.3059	eV

---

Entry 7:
The following is a DFT calculation (ωB97M-V with the def2-TZVPD basis set) of a 2-piece molecular cluster, C3H8N2O overall.

The geometry in ORCA input format:
```
! wB97M-V def2-TZVPD RIJCOSX def2/J DEFGRID3
* xyz 0 1
C -4.131 -2.084 0.287
C -3.471 -0.947 0.170
O -2.106 -0.920 0.479
H -3.549 -2.961 0.513
H -5.204 -2.152 0.206
H -3.872 0.047 0.012
H -1.608 -0.674 -0.309
N 3.369 1.469 0.714
C 3.845 1.254 -0.578
N 3.307 1.644 -1.657
H 2.361 1.536 0.751
H 3.800 0.901 1.426
H 4.767 0.672 -0.583
H 2.492 2.215 -1.431
*
```

E_HOMO	-9.620	eV
E_LUMO	0.545	eV
total energy	-8266.9981	eV
relative energy (zero: lowest compared OMol25 entry of this formula, charge and spin)	2.3279	eV

---

Entry 8:
The following is a DFT calculation (ωB97M-V with the def2-TZVPD basis set) of an isolated molecule of C3H8N2O in a non-equilibrium geometry.

The geometry in ORCA input format:
```
! wB97M-V def2-TZVPD RIJCOSX def2/J DEFGRID3
* xyz 0 1
C 1.314 1.185 -0.133
C 0.874 -0.153 0.259
C -0.534 -0.471 0.254
H 2.415 1.248 -0.218
H 0.742 1.423 -1.160
H 1.007 1.981 0.672
H 1.342 -0.313 1.308
H 2.406 -1.458 -0.047
H -0.811 -1.472 0.895
H -2.838 -1.248 0.064
H -3.373 0.231 -0.886
N -1.363 0.363 -0.330
N -2.661 -0.110 -0.095
O 1.480 -1.205 -0.582
*
```

E_HOMO	-8.786	eV
E_LUMO	0.624	eV
total energy	-8265.0975	eV
relative energy (zero: lowest compared OMol25 entry of this formula, charge and spin)	4.2285	eV

---

Copy entry 5 word for word.
The following is a DFT calculation (ωB97M-V with the def2-TZVPD basis set) of an isolated molecule of C3H8N2O in a non-equilibrium geometry.

The geometry in ORCA input format:
```
! wB97M-V def2-TZVPD RIJCOSX def2/J DEFGRID3
* xyz 0 1
O -1.266 -1.463 0.633
C -1.119 -0.374 0.176
N 0.109 0.184 -0.183
C 1.285 -0.556 0.084
N 2.487 0.226 -0.120
C -2.242 0.598 -0.100
H -0.056 1.178 -0.522
H 1.271 -1.554 -0.403
H 1.259 -0.725 1.193
H 2.996 0.025 -1.024
H 3.089 -0.492 0.516
H -2.467 1.051 -1.074
H -2.122 1.573 0.430
H -3.225 0.328 0.394
*
```

E_HOMO	-9.498	eV
E_LUMO	0.810	eV
total energy	-8267.5218	eV
relative energy (zero: lowest compared OMol25 entry of this formula, charge and spin)	1.8042	eV

---

Q: Look up the E_LUMO of the fifth one.
A: 0.810 eV

---

Q: What is the total energy in the fourth record?
A: -8266.2157 eV

---

Q: Which of these has the lowest E_HOMO?
A: number 7